[1]
Computed, not measured: a cluster of 12 separate species, C60H144N8O16 in total, with ωB97M-V with the def2-TZVPD basis set.

Properties
Net charge ... 0
Structure (SMILES) ... CC1(C)CCCC(C)(C)N1O.CC1(C)CCCC(C)(C)N1O.CC1(C)CCCC(C)(C)N1O.CC1(C)CCCC(C)(C)N1O.COC[C@H](C)N.COC[C@H](C)N.COC[C@H](C)N.COC[C@H](C)N.OCCO.OCCO.OCCO.OCCO
HOMO-LUMO gap ... 8.681 eV
Total energy ... -109225.0699 eV
LUMO energy ... 0.359 eV
HOMO ... -8.321 eV

Geometry as XYZ:
```
228
Properties=species:S:1:pos:R:3:forces:R:3
C 5.35889 -4.96706 0.55628 0.1 -0.2 -1.6
C 6.56660 -4.18611 1.08409 -0.8 0.3 -0.9
C 6.23075 -3.67914 2.44342 -0.6 0.8 0.4
C 7.81717 -5.06399 1.16846 -1.1 -1.6 0.2
C 8.49626 -5.35759 -0.10687 0.6 -0.2 -1.3
C 8.68377 -4.10829 -0.89677 1.3 1.9 -0.1
C 7.44059 -3.22036 -1.07560 0.6 -0.1 -1.1
C 7.89420 -1.83649 -1.64273 0.7 -1.2 0.0
C 6.46149 -3.81161 -2.10109 -0.4 -1.1 0.6
N 6.88341 -2.99869 0.23965 1.1 -0.1 0.2
O 5.83703 -2.05668 0.04829 -0.4 0.3 1.6
H 5.03670 -5.77888 1.21283 0.2 0.1 0.1
H 4.51184 -4.26571 0.40972 0.4 -0.4 0.0
H 5.64875 -5.40138 -0.44826 -0.7 0.3 1.3
H 5.28122 -3.11637 2.45412 0.2 -0.4 0.0
H 6.15745 -4.52937 3.09375 -0.1 -0.3 0.7
H 6.98646 -2.98847 2.78422 0.5 0.1 0.3
H 8.54393 -4.62269 1.79396 0.6 0.6 1.1
H 7.54863 -6.08340 1.54086 -0.1 1.0 0.5
H 9.47937 -5.80507 0.07527 -0.1 0.0 0.1
H 7.96292 -6.08397 -0.71218 -0.3 -0.2 -0.1
H 9.17626 -4.30571 -1.84905 -0.3 -0.1 -0.3
H 9.42504 -3.42080 -0.39435 -0.6 -0.7 -0.1
H 7.00779 -1.30689 -1.95201 0.0 0.2 -0.8
H 8.73175 -1.98023 -2.39528 -1.4 0.3 0.5
H 8.27992 -1.24803 -0.83498 0.5 0.3 0.6
H 6.33532 -4.90773 -2.07053 -0.1 0.4 0.4
H 6.82198 -3.70209 -3.07783 0.8 0.7 -1.5
H 5.48878 -3.33185 -2.08413 -0.2 0.0 0.2
H 6.02640 -1.39705 0.75802 -0.3 -0.6 -0.9
C 1.49116 0.45519 3.14177 0.5 1.6 0.2
C 1.34417 0.37376 1.61810 -1.0 -0.3 -0.3
C 1.66399 1.76991 0.95357 -0.2 0.5 0.7
C 2.27281 -0.70493 1.10222 0.4 -0.7 0.3
C 1.93573 -1.15891 -0.31386 0.3 0.8 0.2
C 0.51031 -1.68650 -0.42996 0.8 0.5 -1.7
C -0.46842 -0.64555 0.01071 -1.4 0.8 1.8
C -0.64416 0.58982 -0.82463 0.3 -1.1 -3.3
C -1.89443 -1.27728 0.15220 2.0 0.7 0.7
N -0.00862 -0.29204 1.40888 -0.9 2.6 0.2
O -0.98155 0.78629 1.90084 2.4 0.2 -2.9
H 2.56640 0.58947 3.38631 -0.5 0.0 -0.1
H 0.95394 1.36406 3.57602 0.5 -1.3 -0.5
H 1.18457 -0.48952 3.58816 -0.2 0.1 0.0
H 0.95532 2.61101 1.24003 0.7 -1.1 0.0
H 2.68120 2.07067 1.33609 -0.9 -0.3 -0.4
H 1.70125 1.78396 -0.14252 0.1 -0.3 0.3
H 3.29947 -0.33843 1.20534 0.1 -0.1 -0.3
H 2.19016 -1.59106 1.76110 0.0 0.4 0.0
H 2.17181 -0.34099 -0.99464 -0.5 0.2 -0.3
H 2.64488 -1.89131 -0.60289 0.7 -1.1 -0.2
H 0.38150 -2.48384 0.26917 0.0 -1.0 0.3
H 0.34274 -2.03769 -1.49844 -0.1 0.3 1.4
H -0.95903 1.38736 -0.20292 -0.4 0.8 0.1
H -1.40320 0.37202 -1.67051 0.8 0.5 1.5
H 0.27439 0.83174 -1.39980 -0.4 0.2 0.6
H -2.63764 -0.53582 0.39759 -0.1 0.3 0.0
H -1.85516 -2.07592 0.86499 -0.2 -0.5 0.7
H -2.01891 -1.69248 -0.79644 -0.9 -0.7 -1.6
H -1.38672 0.29383 2.54956 -1.9 -1.7 2.7
C -1.88337 3.38709 -6.74002 -0.1 2.6 0.4
C -1.91725 1.89721 -6.84054 -0.6 0.5 -0.8
C -1.48639 1.63857 -8.32720 -0.9 -1.5 0.0
C -1.03220 1.16044 -5.81457 0.8 2.0 0.3
C -1.52773 1.39615 -4.33428 1.9 -0.6 -1.8
C -2.89612 0.84080 -4.25645 -0.1 -2.9 1.7
C -3.90414 1.39055 -5.21615 -0.1 0.0 -1.2
C -5.04044 0.35096 -5.33356 -0.2 -0.3 1.4
C -4.40063 2.79793 -4.81033 -0.9 0.9 -1.3
N -3.26414 1.38076 -6.55629 -1.5 -1.0 -1.7
O -4.20667 1.97402 -7.52241 0.1 -0.1 0.1
H -2.58623 3.92248 -7.43516 0.6 -0.9 0.3
H -2.23290 3.76882 -5.76773 0.6 -0.2 -0.1
H -0.87157 3.80344 -6.95138 -0.6 -0.3 0.2
H -0.42418 1.84615 -8.37534 0.4 -0.3 0.0
H -1.69138 0.53354 -8.55244 0.4 1.5 0.0
H -1.93848 2.31384 -9.12192 0.1 -0.9 1.3
H -1.06190 0.12524 -6.09705 0.0 -0.7 0.2
H 0.03927 1.50246 -5.88939 -1.0 -0.2 -0.2
H -0.75475 0.83426 -3.74937 -1.0 0.6 0.1
H -1.51461 2.45606 -4.06030 0.3 -0.1 -0.1
H -3.28343 0.98344 -3.25246 -0.3 0.1 0.4
H -2.82861 -0.32495 -4.33404 -0.1 1.9 -0.2
H -5.62231 0.29847 -4.38608 0.3 0.2 -0.5
H -4.68455 -0.67935 -5.49021 0.3 0.5 -0.1
H -5.73314 0.56497 -6.12121 -0.5 0.3 -0.4
H -3.62933 3.38907 -4.28908 -0.2 -0.2 -0.5
H -5.25349 2.79341 -4.12254 0.1 -0.4 -0.1
H -4.78491 3.34448 -5.77115 0.9 -0.9 1.8
H -4.88949 1.32482 -7.82463 1.4 0.2 0.7
C -4.58603 2.55503 -0.36191 0.9 -1.5 1.8
C -4.49617 3.65950 0.74782 0.8 -0.3 -1.3
C -4.32678 5.02943 -0.03878 -0.1 -2.0 0.5
C -5.77326 3.51127 1.53107 -0.8 1.0 0.3
C -5.83649 4.33446 2.82253 1.3 -0.6 -0.6
C -4.58841 3.96590 3.64087 -1.1 0.3 -0.6
C -3.30439 4.12571 2.91360 1.4 0.8 0.0
C -2.91001 5.62901 2.68827 -0.4 -0.4 0.6
C -2.20537 3.48318 3.71853 1.7 0.9 -0.6
N -3.40404 3.28167 1.72201 -0.8 0.5 -1.9
O -2.18821 3.36256 0.98848 0.4 0.3 -0.2
H -4.71500 1.55474 0.15901 0.0 1.0 -0.6
H -5.42717 2.68362 -0.99671 -0.9 0.4 -0.5
H -3.72169 2.40752 -1.01093 0.3 0.5 0.2
H -4.01307 5.81105 0.57898 0.2 1.2 0.9
H -3.52923 4.89660 -0.74601 0.3 -0.1 -0.5
H -5.24313 5.29555 -0.55328 -0.2 -0.1 -0.1
H -6.57945 3.84583 0.86936 -0.2 -0.5 0.1
H -5.85015 2.46414 1.80108 -0.4 -0.1 -0.2
H -5.91928 5.38709 2.53200 0.1 0.0 0.5
H -6.65960 4.03596 3.43539 -1.0 0.1 0.1
H -4.61230 2.92011 3.88666 -0.5 -0.7 0.2
H -4.59525 4.47449 4.57155 0.3 0.7 0.9
H -3.86366 6.15806 2.47151 1.1 0.1 -0.7
H -2.00436 5.66962 2.02722 -1.3 0.3 0.0
H -2.59868 6.12924 3.62212 0.0 -0.7 0.0
H -2.31671 3.70910 4.74565 -0.3 -0.1 1.3
H -1.25191 3.96908 3.44807 -0.1 -0.3 0.0
H -2.06580 2.43440 3.51948 -0.3 -0.5 0.2
H -1.67317 2.57123 1.20718 -0.3 -0.2 0.3
C -4.40071 -3.89170 3.26351 -0.8 1.3 0.8
O -3.08312 -3.49474 3.07215 1.2 0.9 -0.6
C -2.13690 -4.45872 3.53257 -1.0 0.3 0.2
C -0.76107 -4.08077 3.11296 1.4 0.4 0.6
C 0.13773 -5.34736 3.31786 0.2 0.3 -1.0
N -0.18329 -2.85715 3.76512 -1.4 0.9 -0.3
H -4.50714 -4.82637 2.78817 -0.7 -1.4 -0.2
H -5.11166 -3.16849 2.85118 0.5 0.0 -0.5
H -4.64160 -3.84249 4.32766 0.0 -0.8 0.3
H -2.24042 -4.50207 4.62507 0.2 -0.4 0.0
H -2.34329 -5.43028 3.06627 -0.4 0.0 0.2
H -0.82246 -3.85805 2.03386 0.1 0.1 0.4
H 0.78609 -5.59325 2.46183 -0.1 0.6 0.1
H -0.40262 -6.27640 3.45309 -0.6 0.0 0.2
H 0.77938 -5.25057 4.16489 0.5 0.3 0.7
H 0.09576 -2.89169 4.74247 0.1 -0.9 0.0
H -0.88366 -2.06000 3.81863 1.0 -1.4 -0.7
C -0.54248 -4.93635 -0.77813 1.3 -2.8 0.8
O -1.59926 -4.20289 -1.25709 0.5 1.5 -1.9
C -2.91713 -4.39401 -0.85084 -0.1 -2.5 -1.0
C -3.65637 -5.66685 -1.43409 0.1 -1.2 1.5
C -3.68646 -5.66954 -2.91849 1.9 -0.2 -1.2
N -4.97899 -5.73946 -0.82309 1.4 1.6 1.2
H 0.41678 -4.62673 -1.21237 -0.4 0.8 0.1
H -0.54849 -6.00547 -1.19524 -0.5 0.9 1.0
H -0.40142 -4.94108 0.36501 -0.5 0.0 -1.6
H -2.87562 -4.31986 0.18840 -0.7 -0.4 2.1
H -3.51259 -3.60545 -1.22785 -0.3 1.3 -0.4
H -3.18662 -6.65540 -1.17474 0.1 1.1 0.3
H -3.99372 -4.72033 -3.32323 0.0 0.6 -0.3
H -4.30732 -6.43327 -3.40568 0.1 0.0 0.5
H -2.60843 -5.87744 -3.18536 -1.1 0.4 -0.5
H -5.45711 -6.51526 -1.15804 -1.1 -1.5 -0.7
H -5.49892 -4.90390 -1.00826 -0.5 0.3 -0.2
C 4.48476 -0.65450 5.23912 1.8 0.1 2.5
O 3.35018 -0.12014 5.92365 1.3 0.8 -2.0
C 3.01708 -0.88150 7.01340 -0.6 -1.1 -0.1
C 1.61172 -0.54841 7.39443 -0.9 -0.4 0.5
C 1.24137 -1.37984 8.59405 -1.2 0.9 0.8
N 0.65712 -0.92823 6.32359 0.6 0.9 0.2
H 5.39594 0.02868 5.29176 -1.3 -0.5 -0.2
H 4.31284 -1.00610 4.26549 -0.7 0.2 -1.6
H 4.80752 -1.58239 5.76817 0.0 0.6 -0.2
H 3.11161 -1.92651 6.70724 -0.4 -0.4 0.3
H 3.68960 -0.74862 7.84772 0.4 0.3 0.5
H 1.62854 0.53832 7.63532 -0.4 -0.4 -0.1
H 1.35921 -2.41991 8.42062 0.4 -1.0 -0.4
H 0.17639 -1.28708 8.89279 0.5 0.3 -0.3
H 1.83066 -1.08627 9.43789 0.4 0.1 0.7
H 0.94997 -0.36182 5.53946 -0.2 -0.1 -0.5
H -0.27062 -0.57655 6.57035 0.2 -0.2 0.0
C -2.78154 6.92487 -2.64687 -0.4 -1.5 -2.2
O -1.66510 6.64992 -1.86527 -0.7 0.8 0.5
C -0.89133 5.64013 -2.37141 0.4 -1.4 -0.3
C 0.39244 5.58061 -1.55824 -1.1 0.7 1.0
C 1.21980 4.39377 -1.91410 1.3 -0.1 0.2
N 0.11065 5.63421 -0.10622 1.5 -0.3 -0.8
H -3.17786 7.86750 -2.31043 -0.5 0.1 -0.1
H -3.50229 6.07005 -2.66018 0.0 0.7 0.9
H -2.57759 6.87872 -3.78183 0.4 0.9 1.4
H -1.44518 4.67822 -2.50185 0.2 0.2 0.6
H -0.59453 5.90052 -3.36282 0.3 0.2 -1.2
H 0.78433 6.57485 -1.73203 1.0 0.0 -0.5
H 2.24469 4.42734 -1.51444 -0.4 0.1 0.3
H 1.38868 4.25831 -2.95952 -0.2 0.2 -1.0
H 0.77215 3.46044 -1.60740 -0.3 -0.2 0.4
H -0.44451 6.45982 0.04508 -0.6 -0.2 0.3
H -0.36850 4.77884 0.07390 -1.0 -0.4 0.9
O -4.96383 -1.05328 1.63331 0.6 -0.1 -0.5
C -4.69293 0.09251 2.42677 1.8 0.1 0.9
C -4.04720 -0.18296 3.81880 -1.3 0.7 0.6
O -2.78480 -0.77817 3.91951 0.0 -1.4 -1.0
H -4.17757 -1.31660 1.08824 -0.9 0.6 1.0
H -4.06580 0.86838 1.95548 0.1 -0.6 -0.3
H -5.57989 0.66669 2.65507 -0.8 -0.4 -0.1
H -4.77395 -0.66036 4.52172 0.3 -0.1 -0.6
H -3.87121 0.78206 4.26615 -0.3 0.7 0.0
H -2.93905 -1.71802 3.66183 0.6 0.3 0.1
O -0.98510 -2.58860 -3.51003 0.1 -1.5 0.5
C -0.18046 -3.45832 -4.33561 0.3 0.3 -0.3
C 0.62777 -2.41677 -5.03272 1.0 0.4 -0.2
O 1.36518 -1.60982 -4.09282 -0.9 -0.1 0.2
H -1.19701 -3.10910 -2.71840 -0.4 0.1 0.2
H 0.57141 -4.15208 -3.83365 -1.4 0.7 0.0
H -0.81382 -3.99733 -5.08518 0.5 0.1 0.7
H -0.05421 -1.80828 -5.60629 -0.2 0.4 -0.3
H 1.37755 -2.83274 -5.67942 0.3 -0.3 -0.5
H 0.70125 -1.36863 -3.40705 0.6 -0.1 -0.5
O 3.41441 0.13396 -5.04655 0.8 1.0 -0.2
C 4.03290 0.26369 -3.77662 0.0 -0.6 -0.4
C 3.57298 1.50668 -3.10882 -0.9 0.8 -0.9
O 2.16913 1.53125 -2.90569 -0.1 0.1 1.6
H 2.73747 -0.49598 -4.91038 -1.5 -1.2 0.0
H 3.92057 -0.68055 -3.22517 0.0 0.4 0.2
H 5.04723 0.45421 -4.01081 1.5 -0.2 0.1
H 3.77850 2.29401 -3.85532 0.4 0.1 0.5
H 4.08400 1.71248 -2.16769 -0.2 0.0 0.0
H 1.70587 1.28830 -3.69827 0.0 -0.2 -0.8
O 1.91936 5.64335 2.51429 1.0 -0.5 -1.4
C 3.31412 5.13170 2.64169 -1.5 0.7 1.3
C 3.48852 4.67994 4.16656 1.6 -0.1 -1.9
O 3.50306 5.75005 5.06044 -0.4 0.9 0.0
H 1.63090 5.67897 1.53735 0.5 -0.1 1.8
H 3.45290 4.30781 1.95494 0.1 -0.4 0.0
H 4.01582 5.95039 2.36966 -0.3 -0.5 0.4
H 4.44991 4.13466 4.31959 -0.2 0.6 -0.5
H 2.79264 3.92720 4.45426 -1.3 -0.4 -0.1
H 2.84352 6.39012 4.74631 0.1 -0.3 0.2
```
Forces are in eV/Å.

Results of the Löwdin charge analysis, in e, for atoms 1 through 4: -0.026, -0.524, -0.049, -0.145

=====

[2]
Computed, not measured: a structure of composition C9H15BrCl2NOPPd, with ωB97M-V with the def2-TZVPD basis set.

Properties
Energy above the lowest of the compared OMol25 structures with the same formula, charge and spin ... 0.0 kJ/mol
Net charge ... +2
HOMO-LUMO gap ... 2.784 eV
Total energy ... -120948.0493 eV
LUMO energy ... -11.442 eV
HOMO ... -14.225 eV

Geometry as XYZ:
```
31
Properties=species:S:1:pos:R:3:forces:R:3
C -0.17017 1.88581 2.64397 0.4 -0.3 0.0
C 0.89321 2.32256 1.72442 -0.3 -0.1 0.5
Cl 1.48295 3.82881 1.99054 0.2 0.6 -0.1
C 1.42040 1.53325 0.68203 0.1 -0.2 -0.2
Cl 2.74084 2.15543 -0.15720 0.5 -0.2 -0.1
P 0.89865 -0.08613 0.33269 -0.8 0.5 -1.0
C 1.53266 -0.62245 -1.30456 0.8 0.5 0.1
C 1.36381 0.40819 -2.45276 -0.4 -0.2 0.0
C 0.04411 1.15759 -2.38498 -0.7 0.6 -0.3
N -1.08425 0.54938 -3.03910 0.5 0.0 0.5
O -0.08740 2.21621 -1.81519 0.4 -0.7 -0.2
C -0.93873 -0.25668 0.28550 0.0 -0.5 1.1
C -1.44908 -1.55886 0.89242 0.3 -0.3 -0.5
C -0.63133 -2.77707 0.50396 -0.7 0.3 0.1
Br -1.54193 -1.39764 2.84976 -0.1 1.0 -0.5
H -0.07858 0.82359 2.82474 -0.3 -0.2 0.0
H -1.12699 2.14202 2.18960 -0.3 0.0 0.0
H -0.10054 2.39769 3.59401 0.0 0.2 0.1
H 2.59529 -0.80610 -1.16604 0.2 -0.1 0.0
H 1.10782 -1.57248 -1.59897 -0.3 -0.2 0.4
H 1.36514 -0.15330 -3.38053 0.1 -0.3 -0.1
H 2.20175 1.08152 -2.51328 0.1 0.4 0.2
H -1.05080 -0.46209 -2.95350 0.2 -0.1 -0.3
H -1.02899 0.74252 -4.03621 -0.4 0.2 -0.1
H -1.42701 0.59715 0.73156 0.0 0.3 0.0
H -1.26175 -0.28603 -0.75214 0.4 0.1 -0.4
H -2.47063 -1.68296 0.55558 -0.4 0.0 0.2
H -1.19624 -3.67074 0.73292 0.1 -0.3 0.2
H 0.30990 -2.79464 1.04400 0.3 -0.1 -0.1
H -0.49115 -2.76126 -0.57122 0.2 -0.1 -0.2
Pd -1.82098 -2.95330 4.54796 0.0 -0.7 0.6
```
Forces are in eV/Å.

Results of the natural (NBO) charge analysis, in e, for atoms 1 through 4: -0.709, 0.155, 0.335, -0.466

=====

Q: Which of these has the lowest HOMO-LUMO gap?
A: C9H15BrCl2NOPPd

=====

Q: Among the records above, which one has the lowest HOMO-LUMO gap?
A: C9H15BrCl2NOPPd

=====

Q: What is the HOMO in the second record?
A: -14.225 eV